(1)
114
Properties=species:S:1:pos:R:3:forces:R:3 method="wB97M-V/def2-TZVPD" max_force_ev_per_a=2.32 multiplicity=6 charge=+2 orbital_gap_ev="5.4852 / 5.4481" lumo_ha="-0.185 / -0.261" s_squared=8.82 e_above_lowest_ev=3.856 homo_energy_ev="-10.511 / -12.539"
Mn 0.215200 0.086300 -0.129800 -0.1 -0.4 -0.9
O 1.096500 0.605200 2.055400 1.3 0.6 0.0
S -0.254900 0.011300 2.071800 -0.5 -0.3 2.2
C -1.191500 1.102200 3.169000 -0.1 -0.7 -0.6
C -1.540800 0.713500 4.441400 0.1 -0.2 -0.1
C -2.046300 1.608500 5.395400 0.0 0.3 0.0
C -2.184500 2.920500 5.033000 0.1 -0.4 -0.1
C -2.591100 4.124400 5.817000 -0.1 0.1 0.3
C -2.658500 5.269500 4.782400 -0.1 0.3 0.1
C -2.193100 4.659400 3.500300 0.1 -0.1 -0.4
C -2.023700 5.195400 2.250100 -0.1 0.0 0.3
C -1.579300 4.349600 1.231200 0.1 -0.4 0.1
C -1.263400 3.010200 1.422800 0.1 0.1 -0.3
P -0.870700 2.125500 -0.123800 -0.4 1.1 0.1
C 0.245500 3.244900 -1.018700 0.1 -0.2 0.0
C 0.220500 3.315600 -2.412700 -0.1 0.1 0.2
C 1.173700 4.054900 -3.088500 0.1 0.0 -0.1
C 2.167900 4.715500 -2.382700 0.0 0.0 0.0
C 2.214300 4.628100 -0.998800 0.1 0.0 -0.1
C 1.266400 3.887300 -0.315900 -0.2 -0.1 0.0
C -2.513700 2.215700 -0.915400 0.2 -0.4 0.0
C -2.928900 3.234900 -1.764800 0.1 0.0 0.1
C -4.214800 3.220600 -2.278800 0.0 0.1 0.0
C -5.094500 2.203800 -1.943000 0.0 0.0 0.0
C -4.694900 1.200400 -1.072200 -0.1 0.0 0.0
C -3.409700 1.206200 -0.560700 0.2 0.0 0.1
C -1.427700 2.424300 2.707500 -0.1 0.5 0.0
C -1.914200 3.296800 3.703200 0.1 -0.1 -0.1
C -0.186500 -1.517400 3.003200 -0.2 0.4 -0.5
C 0.539700 -1.591800 4.172700 0.1 0.3 -0.3
C 0.402900 -2.666000 5.066800 -0.1 -0.2 0.0
C -0.567800 -3.602100 4.807300 0.0 0.3 -0.2
C -1.035800 -4.803500 5.564100 0.0 -0.2 0.3
C -2.197400 -5.388500 4.723000 -0.2 -0.2 0.2
C -2.225100 -4.568000 3.471100 0.0 0.2 -0.4
C -2.942100 -4.659800 2.304500 0.1 -0.2 0.4
C -2.599700 -3.813200 1.234900 0.2 0.4 -0.1
C -1.653800 -2.805400 1.339200 -0.3 0.2 -0.2
P -0.817300 -2.128000 -0.139900 0.1 -1.2 -0.1
C 0.672000 -3.196500 -0.159200 0.0 0.2 -0.1
C 1.615100 -2.916600 -1.150700 -0.2 0.0 0.1
C 2.757300 -3.683800 -1.266700 0.1 0.0 0.0
C 2.971500 -4.741100 -0.395500 -0.1 0.0 0.0
C 2.038400 -5.022900 0.588100 0.1 -0.1 0.0
C 0.892900 -4.256200 0.715800 -0.1 0.1 -0.1
C -1.775500 -2.797300 -1.539100 0.0 0.3 0.0
C -2.812200 -2.023600 -2.059300 0.1 -0.2 0.2
C -3.582700 -2.503800 -3.102700 -0.1 0.0 -0.1
C -3.320300 -3.754500 -3.640100 0.0 0.0 0.0
C -2.281200 -4.520600 -3.134400 0.0 -0.1 -0.1
C -1.506000 -4.047800 -2.090200 0.0 0.1 0.1
C -1.050400 -2.564400 2.607200 -0.3 -0.3 0.2
C -1.283600 -3.530400 3.597900 0.0 0.2 -0.2
H -1.392400 -0.311900 4.742300 0.0 0.0 0.0
H -2.276000 1.263100 6.390900 0.0 -0.1 0.1
H -1.843800 4.330400 6.587500 -0.1 0.0 0.0
H -3.543500 3.967100 6.322300 0.0 0.0 0.1
H -2.014600 6.105300 5.058400 -0.1 0.0 0.0
H -3.670100 5.666000 4.673800 0.0 0.0 0.0
H -2.240200 6.230400 2.036800 0.0 0.1 0.0
H -1.478700 4.757900 0.234100 0.0 0.1 0.0
H -0.553300 2.804200 -2.968100 0.0 0.1 0.0
H 1.137900 4.110800 -4.167900 0.0 0.1 0.0
H 2.910100 5.292500 -2.913000 0.1 0.1 0.0
H 2.998800 5.133700 -0.454600 0.0 0.0 0.0
H 1.309600 3.808900 0.762700 0.0 0.0 0.0
H -2.259400 4.041600 -2.022800 0.0 0.1 0.0
H -4.532600 4.014500 -2.938400 0.0 0.1 0.0
H -6.094600 2.201900 -2.350400 -0.1 0.0 0.0
H -5.391500 0.421900 -0.794700 0.0 -0.1 0.0
H -3.088500 0.431600 0.134100 -0.1 0.0 0.0
H 1.215900 -0.781500 4.406900 0.0 0.1 0.1
H 1.018000 -2.712400 5.952500 0.0 0.0 0.1
H -1.349200 -4.544000 6.575300 0.0 0.0 0.0
H -0.219400 -5.522100 5.656000 0.0 0.0 0.1
H -3.148200 -5.299700 5.251900 0.0 -0.1 0.0
H -2.052400 -6.446000 4.499200 0.0 0.0 0.0
H -3.707300 -5.409400 2.167400 0.0 -0.1 0.0
H -3.077500 -3.983000 0.279800 0.0 0.0 -0.1
H 1.426600 -2.104000 -1.842600 0.1 -0.1 0.0
H 3.489600 -3.456900 -2.026000 0.1 0.0 -0.1
H 3.859400 -5.345900 -0.485600 0.1 -0.1 0.0
H 2.200000 -5.849000 1.262700 0.0 -0.1 0.1
H 0.176100 -4.500500 1.485800 0.0 0.0 0.0
H -3.016600 -1.049900 -1.636500 -0.1 0.0 0.0
H -4.390000 -1.904400 -3.496800 -0.1 0.1 0.0
H -3.928400 -4.134100 -4.446800 0.0 0.0 -0.1
H -2.079600 -5.497100 -3.548000 0.0 -0.1 0.0
H -0.702700 -4.653100 -1.696400 0.1 -0.1 0.0
N 1.830000 0.546200 -4.026000 -0.1 -0.2 -0.7
C 0.948400 0.298000 -5.050100 0.1 0.0 0.3
C 1.412100 0.151900 -6.358500 -0.1 0.0 -0.3
C 0.517200 -0.041400 -7.387800 0.3 0.1 0.3
C -0.853900 -0.081500 -7.134200 -0.4 0.0 0.3
C -1.325700 0.027000 -5.842100 -0.1 0.0 -0.5
C -0.425700 0.195500 -4.798100 0.1 0.1 1.2
S -1.006600 0.317800 -3.150600 1.5 -0.4 -0.1
N 0.371500 0.088200 -2.190600 -2.3 0.1 -0.3
C 1.611600 0.348600 -2.694700 1.5 0.2 0.3
C 2.722300 0.327600 -1.800100 -0.3 0.1 -0.1
C 4.064100 0.465000 -2.216900 0.0 -0.1 0.0
C 5.075200 0.363300 -1.293800 -0.2 -0.1 0.1
C 4.751200 0.104200 0.037700 -0.1 0.1 -0.1
C 3.413000 0.002800 0.380900 0.3 -0.1 0.4
N 2.416300 0.124300 -0.483900 -0.5 0.1 -0.5
H 2.790500 0.680600 -4.310200 -0.1 0.0 0.1
H 2.474300 0.179500 -6.546200 0.1 0.0 -0.1
H 0.881400 -0.159700 -8.394500 0.1 0.0 -0.1
H -1.547600 -0.208100 -7.948500 -0.1 0.0 -0.1
H -2.380800 -0.007700 -5.624600 -0.2 -0.1 0.0
H 4.322000 0.624800 -3.253000 0.0 0.1 -0.1
H 6.104900 0.459800 -1.601300 0.1 0.0 0.0
H 5.520300 -0.003200 0.784700 0.0 0.0 0.1
H 3.123700 -0.182300 1.405400 0.0 0.0 0.0

(2)
115
Properties=species:S:1:pos:R:3:forces:R:3 method="wB97M-V/def2-TZVPD" max_force_ev_per_a=2.22 multiplicity=6 charge=-1 orbital_gap_ev="5.7309 / 5.8826" lumo_ha="0.049 / 0.052" s_squared=8.76 homo_energy_ev="-4.387 / -4.466"
Fe -0.524483 0.432063 -0.675060 1.8 0.2 1.0
C -2.803541 5.860031 -5.914330 0.0 0.1 0.0
C -3.476871 4.667672 -5.693997 0.0 0.0 0.0
C -3.019988 3.773984 -4.735283 0.0 0.0 0.0
C -1.880502 4.066102 -3.993853 0.0 0.0 0.0
C -1.204792 5.261258 -4.225857 -0.1 0.0 0.0
C -1.663447 6.156381 -5.180333 0.0 0.0 0.0
C -1.357835 3.112502 -2.968916 0.0 0.0 -0.1
C -0.431297 2.176518 -3.418740 0.1 0.0 -0.1
C -0.006063 2.101094 -4.795872 0.0 -0.1 0.0
C 0.957273 1.157219 -4.855684 0.0 -0.1 0.0
C 1.155154 0.675188 -3.507038 0.0 -0.1 0.0
C 2.175662 -0.202298 -3.118176 0.0 0.0 -0.1
C 3.162268 -0.626664 -4.146912 0.0 0.1 -0.2
C 3.857858 0.340001 -4.878532 0.0 -0.1 0.0
C 4.739541 -0.023011 -5.883134 0.1 0.0 0.0
C 4.976982 -1.362804 -6.155118 0.0 0.0 0.0
C 4.330636 -2.330795 -5.402125 0.1 -0.1 0.0
C 3.433043 -1.967508 -4.408513 -0.2 0.0 -0.1
C 2.441496 -0.540524 -1.793960 -0.1 0.1 0.0
N 1.719452 -0.114811 -0.726291 -0.9 0.2 0.2
C 2.444369 -0.411889 0.380769 0.1 0.0 0.0
C 2.166097 -0.055494 1.698906 0.0 0.0 0.0
C 3.293757 -0.169452 2.670800 0.0 0.0 0.1
C 3.219132 -0.923767 3.837182 0.0 -0.1 -0.1
C 4.247214 -0.896413 4.767030 0.0 0.0 0.1
C 5.375429 -0.121273 4.544642 0.0 0.1 0.0
C 5.472500 0.616756 3.373233 0.0 0.0 0.0
C 4.440864 0.594511 2.448004 0.0 -0.1 0.0
C 1.026208 0.611379 2.159195 0.0 0.1 0.1
C 0.806505 0.952545 3.550189 0.0 0.0 0.0
C -0.261364 1.774468 3.589660 0.0 -0.1 0.0
C -0.683511 1.965143 2.224012 -0.1 0.0 0.0
N 0.070538 1.197811 1.388887 -0.2 -0.5 -0.8
C -1.611338 2.925206 1.835466 0.0 0.0 0.1
C -1.901722 3.242120 0.512348 0.0 0.0 -0.1
C -2.701197 4.370270 0.095722 0.0 0.0 0.0
C -2.614465 4.424739 -1.251288 -0.1 0.0 0.0
C -1.761915 3.329648 -1.656298 0.0 0.0 0.1
N -1.365495 2.624059 -0.566805 0.4 -0.8 -0.2
C -2.180270 3.802008 2.896934 -0.1 0.0 0.0
C -1.362885 4.726492 3.545615 0.0 0.0 0.0
C -1.870437 5.535582 4.550088 0.0 0.0 0.0
C -3.206486 5.435586 4.913426 0.0 0.0 0.1
C -4.031863 4.531446 4.262374 0.0 0.0 -0.1
C -3.523752 3.728464 3.251183 0.0 -0.1 0.0
C 3.651725 -1.114632 0.001885 0.0 -0.1 -0.1
C 3.643141 -1.206720 -1.344292 0.1 -0.1 0.1
N 0.270462 1.280630 -2.670543 -0.4 -0.2 0.8
H -3.165134 6.562292 -6.655053 0.0 0.0 0.0
H -4.359085 4.429321 -6.274999 0.0 0.0 0.0
H -3.540529 2.842278 -4.552191 0.0 0.0 0.0
H -0.313886 5.481313 -3.650700 0.0 0.0 0.0
H -1.125571 7.080003 -5.354986 0.0 0.0 0.0
H -0.391865 2.702624 -5.601979 0.0 0.0 0.0
H 1.481517 0.810577 -5.728464 0.0 0.0 0.0
H 3.693518 1.386496 -4.660000 0.0 0.0 0.0
H 5.244089 0.750312 -6.449103 0.0 0.0 0.0
H 5.652631 -1.651010 -6.950287 0.0 0.0 0.0
H 4.523549 -3.379876 -5.588602 0.0 0.0 0.0
H 2.910400 -2.735348 -3.851416 0.0 0.0 0.0
H 2.346048 -1.536657 4.010490 0.0 0.0 0.0
H 4.162304 -1.477035 5.677582 0.0 0.0 0.0
H 6.172694 -0.080833 5.276294 0.0 0.0 0.0
H 6.344147 1.230949 3.183044 0.0 0.0 0.0
H 4.510531 1.181120 1.540410 0.0 0.0 0.0
H 1.386126 0.597916 4.381944 0.1 0.1 0.0
H -0.728227 2.222488 4.450325 0.0 0.0 0.0
H -3.228992 5.035823 0.759113 0.0 0.0 0.0
H -3.072789 5.139772 -1.914953 0.0 0.0 0.0
H -0.321483 4.799320 3.257981 0.0 0.0 0.0
H -1.223473 6.247216 5.047924 0.0 0.0 0.0
H -3.601383 6.056736 5.707517 0.0 0.0 0.0
H -5.075784 4.450927 4.538739 0.0 0.0 0.0
H -4.162908 3.020676 2.738283 0.0 0.0 0.0
H 4.394073 -1.492752 0.685074 0.0 0.0 0.0
H 4.391469 -1.661455 -1.971287 0.0 0.0 0.0
Br -2.542363 -0.063645 -1.776445 -0.7 -0.2 -0.4
C -2.376427 -4.231973 -1.235168 0.0 0.1 0.0
C -1.095905 -4.335037 -0.401997 0.2 0.2 0.2
C 0.105670 -4.252623 -1.350072 -0.1 0.1 0.1
C -1.084559 -5.696911 0.298721 0.0 0.1 0.0
Si -1.017495 -2.871347 0.881559 -0.2 -1.1 0.0
O -0.659112 -1.502035 0.205666 0.2 2.1 -0.8
C -2.744049 -3.009941 1.685684 0.3 0.2 0.0
C -3.088641 -4.022139 2.585321 0.0 0.0 0.0
C -4.396971 -4.200666 3.013346 0.0 0.0 0.0
C -5.401062 -3.370107 2.535808 0.0 0.0 0.0
C -5.082659 -2.359925 1.640111 0.0 0.0 0.0
C -3.769810 -2.182459 1.225235 0.0 0.1 0.0
C 0.284724 -3.338995 2.203544 -0.3 0.2 0.0
C -0.014225 -3.360613 3.566942 0.0 -0.1 0.0
C 0.921239 -3.768108 4.511140 0.0 0.0 0.1
C 2.198973 -4.132041 4.113137 0.0 0.0 0.0
C 2.541233 -4.051739 2.769705 0.0 -0.1 0.0
C 1.594042 -3.659813 1.834990 0.1 0.0 0.0
H -2.406347 -5.041218 -1.975461 0.0 0.0 0.0
H -2.424589 -3.280155 -1.769937 0.0 0.0 0.0
H -3.267910 -4.320346 -0.612218 0.0 0.0 0.0
H -0.012906 -4.964343 -2.176598 0.0 0.0 0.0
H 1.032002 -4.501292 -0.828765 0.1 0.0 -0.1
H 0.198324 -3.247874 -1.769058 0.1 0.0 0.0
H -1.088118 -6.503328 -0.444953 0.0 0.0 0.0
H -1.970522 -5.823881 0.922198 0.0 -0.1 0.0
H -0.197644 -5.815494 0.925921 0.0 -0.1 0.0
H -2.323755 -4.697255 2.952022 0.0 0.0 0.0
H -4.634168 -4.994650 3.712196 0.0 0.0 0.0
H -6.425733 -3.515859 2.856547 0.0 0.0 0.0
H -5.859771 -1.710751 1.253958 0.0 0.0 0.0
H -3.538452 -1.400067 0.510184 0.0 0.0 0.0
H -1.001943 -3.063206 3.899086 0.0 0.0 0.0
H 0.645086 -3.797020 5.559297 0.0 0.0 0.0
H 2.933935 -4.441158 4.847097 0.0 0.0 0.0
H 3.551945 -4.286641 2.456215 0.0 0.0 0.0
H 1.884196 -3.579318 0.793740 0.0 0.0 0.0